The following is a quantum chemistry calculation of a 2-piece molecular cluster, C4H14N2O2 overall at a distorted geometry, from the Open Molecules 2025 dataset.

Bonds (Å) are listed after each position.
Atoms and positions in Å:
1 C 0.38 -1.01 -0.90  N2 1.435, C5 1.579, H8 1.092, H9 1.090
2 N -0.87 -0.45 -1.30  C1 1.435, C3 1.462, H10 1.010
3 C -0.98 0.90 -1.86  N2 1.462, O4 1.423, H11 1.092, H12 1.091
4 O -1.52 1.77 -0.87  C3 1.423, H13 0.947
5 C 0.78 -0.64 0.58  C1 1.579, C6 1.522, N7 1.450, H14 1.089
6 C 1.70 -1.71 1.13  C5 1.522, H15 1.093, H16 1.078, H17 1.086
7 N 1.32 0.70 0.67  C5 1.450, H18 1.016, H19 1.008
8 H 0.27 -2.09 -0.99  C1 1.092
9 H 1.15 -0.61 -1.56  C1 1.090
10 H -1.53 -0.48 -0.54  N2 1.010
11 H -0.08 1.47 -2.09  C3 1.092
12 H -1.70 0.75 -2.66  C3 1.091
13 H -2.45 1.92 -0.88  O4 0.947
14 H -0.08 -0.62 1.25  C5 1.089
15 H 1.64 -1.82 2.22  C6 1.093
16 H 1.36 -2.70 0.86  C6 1.078
17 H 2.75 -1.46 1.02  C6 1.086
18 H 2.33 0.73 0.57  N7 1.016
19 H 0.85 1.27 -0.01  N7 1.008
20 H -1.49 1.02 1.12  O22 0.958
21 H -1.78 1.92 2.36  O22 0.959
22 O -2.06 1.13 1.88  H20 0.958, H21 0.959

Calculated values
- Total charge: +1
- Kohn-Sham gap (spin up / spin down): 12.00 / 5.94 eV
- 2S+1: 2
- <S²>: 0.756

***

The following is a quantum chemistry calculation of a 2-piece molecular cluster, C4H14N2OS overall at a distorted geometry, from the Open Molecules 2025 dataset.

Bonds (Å) are listed after each position.
Atoms and positions in Å:
1 C -0.22 0.52 1.85  N2 1.473, C6 1.509, H8 1.101, H9 1.089
2 N 0.01 0.36 0.40  C1 1.473, C3 1.463, H18 1.013
3 C -0.99 -0.48 -0.25  N2 1.463, C4 1.527, H11 1.095, H12 1.097
4 C -0.90 -0.40 -1.77  C3 1.527, S5 1.839, H13 1.090, H14 1.084
5 S -1.29 1.32 -2.29  C4 1.839, H10 1.339
6 C 0.19 -0.73 2.58  C1 1.509, N7 1.469, H15 1.094, H16 1.087
7 N 1.63 -0.96 2.72  C6 1.469, H17 1.021, H19 1.010
8 H -1.28 0.74 2.05  C1 1.101
9 H 0.32 1.43 2.12  C1 1.089
10 H -0.37 1.38 -3.26  S5 1.339
11 H -0.72 -1.52 -0.03  C3 1.095
12 H -2.01 -0.23 0.06  C3 1.097
13 H -1.66 -1.07 -2.17  C4 1.090
14 H 0.08 -0.68 -2.11  C4 1.084
15 H -0.15 -0.72 3.62  C6 1.094
16 H -0.26 -1.62 2.13  C6 1.087
17 H 2.12 -1.18 1.85  N7 1.021
18 H -0.08 1.26 -0.05  N2 1.013
19 H 2.07 -0.16 3.16  N7 1.010
20 H 1.72 -0.32 -0.13  O22 0.994
21 H 2.98 -0.31 -1.04  O22 0.941
22 O 2.31 -0.88 -0.71  H20 0.994, H21 0.941

Calculated values
- Total charge: -1
- Kohn-Sham gap (spin up / spin down): 2.05 / 8.88 eV
- 2S+1: 2
- <S²>: 0.751

***

The following is a quantum chemistry calculation of a 2-piece molecular cluster, C4H14N2OS overall at a distorted geometry, from the Open Molecules 2025 dataset.

Bonds (Å) are listed after each position.
Atoms and positions in Å:
1 N 0.29 1.00 0.99  C2 1.443, H8 1.006, H9 1.005
2 C 1.24 0.63 -0.04  N1 1.443, C3 1.546, H10 1.106, H11 1.101
3 C 0.61 -0.20 -1.18  C2 1.546, N4 1.478, C5 1.512, H12 1.093
4 N -0.40 0.64 -1.86  C3 1.478, H13 1.016, H14 1.007
5 C -0.10 -1.41 -0.61  C3 1.512, C6 1.518, H15 1.101, H16 1.098
6 C 0.60 -2.71 -0.25  C5 1.518, S7 1.795, H17 1.091, H18 1.094
7 S 1.75 -3.39 -1.45  C6 1.795, H19 1.347
8 H -0.39 1.61 0.57  N1 1.006
9 H 0.61 1.48 1.81  N1 1.005
10 H 1.77 1.53 -0.41  C2 1.106
11 H 2.03 0.00 0.40  C2 1.101
12 H 1.46 -0.45 -1.81  C3 1.093
13 H -1.36 0.38 -1.66  N4 1.016
14 H -0.14 1.61 -1.75  N4 1.007
15 H -1.00 -1.71 -1.18  C5 1.101
16 H -0.58 -1.05 0.31  C5 1.098
17 H -0.11 -3.45 0.13  C6 1.091
18 H 1.16 -2.43 0.64  C6 1.094
19 H 2.51 -4.13 -0.62  S7 1.347
20 O -3.41 4.39 2.61  H21 0.966, H22 0.981
21 H -4.02 3.64 2.50  O20 0.966
22 H -2.55 4.00 2.85  O20 0.981

Calculated values
- Kohn-Sham gap: 9.36 eV
- SMILES: NC[C@H](N)CCS.O

***

The following is a quantum chemistry calculation of a 2-piece molecular cluster, C4H14N2P overall at a distorted geometry, from the Open Molecules 2025 dataset.

Bonds (Å) are listed after each position.
Atoms and positions in Å:
1 C -0.82 0.09 -1.13  N6 1.255, H8 1.122, H9 1.014
2 C 0.00 2.07 -0.10  N6 1.433, H11 1.014, H12 1.065, H13 1.046
3 C 1.92 -1.44 -1.17  P7 1.808, H14 1.060, H15 1.049, H16 1.141
4 C 1.39 -0.53 1.46  P7 1.874, H17 1.014, H18 1.074, H19 1.079
5 N -2.70 -0.13 0.64  H10 1.025, H20 1.027, H21 1.017
6 N 0.11 0.72 -0.56  C1 1.255, C2 1.433, P7 1.840
7 P 1.82 0.11 -0.25  C3 1.808, C4 1.874, N6 1.840
8 H -1.83 0.55 -1.29  C1 1.122
9 H -0.79 -0.87 -1.44  C1 1.014
10 H -3.25 -0.91 1.01  N5 1.025
11 H -0.12 1.90 0.89  C2 1.014
12 H 0.86 2.60 -0.45  C2 1.065
13 H -0.83 2.61 -0.45  C2 1.046
14 H 2.86 -1.84 -0.87  C3 1.060
15 H 2.02 -1.39 -2.21  C3 1.049
16 H 1.14 -2.26 -1.02  C3 1.141
17 H 1.50 0.20 2.16  C4 1.014
18 H 1.98 -1.42 1.59  C4 1.074
19 H 0.37 -0.83 1.62  C4 1.079
20 H -2.28 0.32 1.46  N5 1.027
21 H -3.35 0.44 0.11  N5 1.017

Calculated values
- Total charge: +1
- Kohn-Sham gap: 9.99 eV

***

The following is a quantum chemistry calculation of a 2-piece molecular cluster, C4H14N3 overall at a distorted geometry, from the Open Molecules 2025 dataset.

Bonds (Å) are listed after each position.
Atoms and positions in Å:
1 C -2.17 1.42 0.92  C2 1.517, H3 1.097, H4 1.095, H5 1.086
2 C -1.66 1.84 -0.44  C1 1.517, H6 1.078, H7 1.097, H8 1.091
3 H -3.04 0.75 0.87  C1 1.097
4 H -1.55 0.77 1.55  C1 1.095
5 H -2.42 2.28 1.54  C1 1.086
6 H -0.74 2.39 -0.35  C2 1.078
7 H -2.51 2.31 -0.96  C2 1.097
8 H -1.51 1.03 -1.15  C2 1.091
9 C 2.44 0.23 -0.52  N11 1.443, H19 1.095, H20 1.087, H21 1.110
10 C 0.68 -1.42 -0.12  N11 1.378, N12 1.406, N13 1.375
11 N 1.11 -0.27 -0.75  C9 1.443, C10 1.378, H14 1.007
12 N 1.56 -2.25 0.59  C10 1.406, H15 1.006, H16 1.005
13 N -0.66 -1.73 0.00  C10 1.375, H17 1.011, H18 1.008
14 H 0.46 0.46 -0.97  N11 1.007
15 H 2.56 -2.09 0.60  N12 1.006
16 H 1.35 -3.19 0.89  N12 1.005
17 H -1.41 -1.07 -0.10  N13 1.011
18 H -1.00 -2.68 0.01  N13 1.008
19 H 3.22 -0.44 -0.89  C9 1.095
20 H 2.70 0.56 0.48  C9 1.087
21 H 2.60 1.10 -1.20  C9 1.110

Calculated values
- Kohn-Sham gap (spin up / spin down): 4.56 / 9.89 eV
- 2S+1: 2
- <S²>: 0.753

***

The following is a quantum chemistry calculation of an isolated ion of composition C4H14N3 and charge +1 at a distorted geometry, from the Open Molecules 2025 dataset.

Bonds (Å) are listed after each position.
Atoms and positions in Å:
1 N -1.76 1.48 -0.53  C2 1.553, H8 1.002, H9 0.941
2 C -1.20 1.68 0.90  N1 1.553, C3 1.576, H10 1.124, H11 1.111
3 C 0.29 1.18 0.81  C2 1.576, C4 1.607, H12 1.112, H13 1.127
4 C 0.30 -0.38 0.45  C3 1.607, N5 1.513, C6 1.548, H14 1.132
5 N -0.71 -0.82 -0.59  C4 1.513, H15 1.100, H16 1.034, H17 1.120
6 C 1.62 -0.86 -0.19  C4 1.548, N7 1.576, H18 1.169, H19 1.050
7 N 1.57 -2.41 -0.49  C6 1.576, H20 1.072, H21 1.042
8 H -1.32 1.98 -1.27  N1 1.002
9 H -2.62 1.82 -0.37  N1 0.941
10 H -1.16 2.79 1.10  C2 1.124
11 H -1.82 1.01 1.53  C2 1.111
12 H 0.86 1.87 0.15  C3 1.112
13 H 0.62 1.31 1.88  C3 1.127
14 H -0.08 -0.86 1.40  C4 1.132
15 H -1.79 -0.75 -0.40  N5 1.100
16 H -0.62 -0.18 -1.40  N5 1.034
17 H -0.51 -1.86 -0.95  N5 1.120
18 H 1.65 -0.71 -1.35  C6 1.169
19 H 2.53 -0.70 0.31  C6 1.050
20 H 1.88 -3.09 0.28  N7 1.072
21 H 2.25 -2.49 -1.28  N7 1.042

Calculated values
- Total charge: +1
- Kohn-Sham gap: 10.90 eV
- SMILES: NCC[C@@H]([NH3+])CN

***

The following is a quantum chemistry calculation of a 2-piece molecular cluster, C4H14N3 overall at a distorted geometry, from the Open Molecules 2025 dataset.

Bonds (Å) are listed after each position.
Atoms and positions in Å:
1 C 1.50 -1.08 0.28  N3 1.486, H11 1.089, H12 1.082, H13 1.085
2 C 0.23 0.86 1.01  N3 1.331, N4 1.375, N5 1.317
3 N 0.28 -0.46 0.86  C1 1.486, C2 1.331, H6 1.000
4 N 1.08 1.63 0.26  C2 1.375, H7 0.994, H8 1.015
5 N -0.53 1.47 1.90  C2 1.317, H9 1.003, H10 0.993
6 H -0.26 -0.97 1.53  N3 1.000
7 H 1.26 1.17 -0.61  N4 0.994
8 H 0.80 2.60 0.18  N4 1.015
9 H -1.05 0.94 2.57  N5 1.003
10 H -0.82 2.42 1.82  N5 0.993
11 H 2.34 -0.70 0.86  C1 1.089
12 H 1.54 -0.85 -0.78  C1 1.082
13 H 1.51 -2.15 0.46  C1 1.085
14 C -1.21 -1.88 -1.88  C15 1.591, H16 1.083, H17 1.090, H18 1.080
15 C -1.11 -0.30 -2.01  C14 1.591, H19 1.089, H20 1.091, H21 1.078
16 H -0.24 -2.29 -1.63  C14 1.083
17 H -1.84 -1.98 -1.00  C14 1.090
18 H -1.69 -2.26 -2.77  C14 1.080
19 H -0.11 0.00 -2.33  C15 1.089
20 H -1.82 0.04 -2.77  C15 1.091
21 H -1.48 0.12 -1.09  C15 1.078

Calculated values
- Total charge: +1
- Kohn-Sham gap: 12.04 eV

***

The following is a quantum chemistry calculation of a 2-piece molecular cluster, C4H14N3 overall at a distorted geometry, from the Open Molecules 2025 dataset.

Bonds (Å) are listed after each position.
Atoms and positions in Å:
1 C 0.32 -1.68 -0.42  N3 1.466, H11 1.087, H12 1.084, H13 1.085
2 C 0.09 -0.71 1.82  N3 1.319, N4 1.331, N5 1.335
3 N -0.45 -1.28 0.76  C1 1.466, C2 1.319, H6 1.005
4 N 1.30 -0.16 1.80  C2 1.331, H7 1.004, H8 1.007
5 N -0.64 -0.62 2.94  C2 1.335, H9 1.004, H10 1.005
6 H -1.43 -1.52 0.81  N3 1.005
7 H 1.93 -0.36 1.05  N4 1.004
8 H 1.65 0.29 2.63  N4 1.007
9 H -1.45 -1.19 3.11  N5 1.004
10 H -0.37 -0.01 3.69  N5 1.005
11 H 1.35 -1.91 -0.17  C1 1.087
12 H 0.28 -0.88 -1.15  C1 1.084
13 H -0.07 -2.61 -0.82  C1 1.085
14 C -0.72 1.82 -1.42  C15 1.532, H16 1.088, H17 1.094, H18 1.074
15 C 0.08 1.36 -2.64  C14 1.532, H19 1.085, H20 1.085, H21 1.091
16 H -1.70 1.35 -1.38  C14 1.088
17 H -0.22 1.44 -0.52  C14 1.094
18 H -0.92 2.88 -1.37  C14 1.074
19 H 0.26 0.29 -2.59  C15 1.085
20 H -0.37 1.66 -3.58  C15 1.085
21 H 1.07 1.83 -2.56  C15 1.091

Calculated values
- Total charge: +1
- Kohn-Sham gap: 11.58 eV